{"formula": "C15H13FO3", "method": "ωB97M-V/def2-TZVPD", "e_above_lowest_kcal_mol": 53.1, "smiles": "Fc1ccc(C2OCCO2)cc1Oc1ccccc1", "lumo_energy_ev": 0.81, "homo_lumo_gap_ev": 9.5, "multiplicity": 1, "species": ["H", "C", "H", "C", "C", "O", "C", "H", "H", "H", "H", "H", "H", "H", "H", "O", "H", "C", "C", "C", "F", "C", "C", "C", "H", "C", "H", "C", "C", "C", "O", "C"], "xyz": [[0.7284, 1.1014, -2.3212], [-3.1376, 1.0224, 1.4187], [4.3286, -0.4625, -3.0513], [0.5597, -2.0954, -1.9468], [-2.1322, 0.0971, 1.8112], [-1.9589, -1.1171, 1.1588], [3.5348, 0.2802, -2.7559], [-0.1193, -4.1256, -1.6646], [-0.0848, 0.5908, 0.0341], [-2.7504, 3.4925, 3.7534], [-3.6400, 0.8597, 0.4810], [3.9595, -0.5027, -0.8154], [-1.0183, 1.9020, 4.5741], [3.8264, 1.2434, -3.2573], [-4.0740, 2.8611, 1.6000], [2.1735, -0.0862, -3.1267], [4.4087, 1.1628, -0.9918], [-0.1472, -3.0881, -1.3026], [-1.0105, -1.3526, 0.1538], [0.5027, -0.7792, -1.4978], [-1.8063, -3.6322, 0.3320], [-3.2919, 2.2276, 2.0618], [-1.2845, 0.4493, 2.9484], [1.4058, 0.3007, -2.0421], [-0.6844, -0.2942, 3.3479], [-2.5636, 2.5452, 3.2127], [1.1210, -2.3070, -2.8187], [-0.9782, -2.7060, -0.2803], [3.6183, 0.3630, -1.2978], [-0.1819, -0.4371, -0.3834], [2.2632, 0.8297, -0.9952], [-1.5669, 1.6570, 3.6609]]}

{"formula": "C15H13N2O3S4SbTc", "method": "ωB97M-V/def2-TZVPD", "e_above_lowest_kcal_mol": 0.0, "lumo_energy_ev": [-5.83, -5.82], "total_charge": 1, "homo_lumo_gap_ev": [5.3, 5.3], "multiplicity": 1, "species": ["H", "C", "C", "O", "H", "C", "O", "S", "C", "H", "N", "H", "Tc", "H", "C", "C", "C", "H", "C", "S", "H", "Sb", "C", "N", "C", "C", "H", "H", "C", "C", "H", "C", "H", "C", "H", "H", "O", "S", "S"], "xyz": [[-4.6899, 4.7025, -0.3950], [-2.7608, 3.7847, -0.4591], [-2.0976, 2.6037, -0.2746], [1.5586, -0.5577, -0.4697], [-2.6649, -0.7601, 0.3066], [-4.0854, 1.4366, 0.2417], [3.7035, -2.1124, -0.6957], [1.1476, 1.2513, 1.9361], [2.7891, 1.5033, -0.7021], [4.4212, -4.5098, -0.6781], [-0.4538, -1.5047, 0.0661], [3.2165, -1.2760, -0.6863], [0.7757, 1.2456, -0.1576], [3.4152, 0.9719, 0.0058], [0.6374, -4.0816, -0.0951], [-2.0328, 0.1097, 0.1533], [2.5433, -5.4985, -0.3293], [2.9028, 1.1110, -1.7126], [-4.1366, 3.7822, -0.2653], [2.2141, 2.8196, 2.5561], [0.5348, -6.2094, 0.0168], [0.4844, 4.6955, 2.1420], [1.4458, -2.9441, -0.2781], [-0.7807, -0.1442, 0.0262], [-4.7974, 2.6138, 0.0959], [2.8205, -3.1185, -0.4949], [-2.2266, 4.6856, -0.7290], [2.9775, -6.4903, -0.3482], [-2.7009, 1.4039, 0.0560], [0.8004, -1.6330, -0.2098], [-4.5958, 0.5156, 0.4961], [3.3577, -4.4041, -0.5131], [2.9797, 2.5713, -0.6671], [1.1700, -5.3459, -0.1214], [-0.4216, -3.9357, 0.0664], [-5.8668, 2.6187, 0.2517], [-0.6939, 2.5488, -0.4724], [-1.3666, 3.7523, 2.8116], [0.4762, 3.7985, -0.4741]]}

{"formula": "C15H13N5S", "method": "ωB97M-V/def2-TZVPD", "smiles": "Cc1ccc2nc(SCc3cn4cccnc4n3)[nH]c2c1", "lumo_energy_ev": 0.28, "homo_lumo_gap_ev": 8.1, "multiplicity": 1, "species": ["C", "H", "C", "H", "N", "C", "C", "N", "H", "H", "H", "H", "C", "C", "S", "C", "C", "C", "C", "C", "C", "H", "C", "C", "N", "N", "H", "H", "H", "C", "N", "H", "H", "H"], "xyz": [[3.6944, -0.5673, 0.2925], [7.4921, -0.5329, 1.4856], [4.0396, 1.6797, -0.5516], [5.3726, -1.5716, 1.1882], [-4.9977, 1.7753, 0.3324], [-2.2850, -0.0717, -0.6596], [7.2832, 0.3609, 0.9032], [-4.2973, -0.5001, 0.0777], [7.5391, 1.2349, 1.4997], [-5.6174, -2.0367, 0.5648], [-0.9041, -0.4107, -2.2513], [3.6728, 2.5739, -1.0286], [5.0091, -0.6744, 0.7088], [-6.4429, -0.0585, 0.8646], [0.0150, -1.5292, -0.3494], [-5.4829, -0.9647, 0.5141], [5.8425, 0.4098, 0.4890], [-0.9026, -0.1832, -1.1834], [-6.1450, 1.3157, 0.7531], [-3.1579, -1.0950, -0.3432], [3.1969, 0.5967, -0.3360], [2.6002, -2.3568, 0.7358], [1.5729, -0.7677, -0.2241], [5.3479, 1.5633, -0.1342], [-2.8507, 1.1350, -0.4485], [1.8680, 0.4266, -0.6431], [7.9278, 0.3581, 0.0244], [-7.4056, -0.3868, 1.2177], [-6.8814, 2.0601, 1.0209], [-4.0647, 0.9048, -0.0073], [2.6234, -1.4288, 0.3499], [6.0263, 2.3900, -0.2893], [-3.0273, -2.1574, -0.3791], [-0.3417, 0.7333, -1.0051]]}

{"formula": "C15H13NO4", "method": "ωB97M-V/def2-TZVPD", "e_above_lowest_kcal_mol": 0.0, "smiles": "Cc1cccc(C(=O)Nc2ccc(O)cc2C(=O)O)c1", "lumo_energy_ev": 0.45, "homo_lumo_gap_ev": 8.9, "multiplicity": 1, "species": ["H", "H", "C", "H", "C", "C", "C", "H", "H", "H", "H", "C", "C", "H", "C", "C", "C", "C", "O", "C", "C", "C", "C", "H", "H", "H", "H", "H", "N", "O", "C", "O", "O"], "xyz": [[-3.5684, -2.1173, 1.6366], [-0.3941, -1.8195, -2.8084], [1.1653, 0.5669, 0.7816], [4.9318, 0.1714, -1.3203], [-1.3809, -1.6756, -0.9113], [2.9426, 1.5867, -1.0940], [-2.9012, -1.6061, 0.9587], [-0.3669, 3.3934, 0.1673], [-0.5593, 0.2047, -1.4996], [-3.2358, 0.3338, 1.8230], [-0.7285, 0.5630, 3.3654], [-1.2007, -0.3056, -0.7948], [-1.6629, 1.8800, 0.3673], [-2.3616, -3.3885, -0.0890], [0.8234, 1.7220, 0.0636], [-0.6428, -2.4507, -1.9586], [-2.2269, -2.3192, -0.0159], [0.3437, 0.0128, 1.8887], [-2.5862, 2.6356, 0.5907], [-2.7179, -0.2412, 1.0699], [-1.8405, 0.4118, 0.2100], [2.3536, -0.0962, 0.5063], [1.7427, 2.2264, -0.8536], [1.5032, 3.1312, -1.3928], [0.2868, -2.8343, -1.5374], [2.5931, -0.9990, 1.0448], [3.6393, 2.0020, -1.8097], [-1.2314, -3.2972, -2.3042], [-0.3977, 2.3819, 0.2106], [0.2561, -1.1580, 2.1532], [3.2484, 0.4015, -0.4324], [4.3981, -0.2825, -0.6567], [-0.2243, 0.9656, 2.6410]]}

{"formula": "C15H14BNO6", "method": "ωB97M-V/def2-TZVPD", "e_above_lowest_kcal_mol": 28.7, "smiles": "O=C(COc1ccccc1)Nc1cc(B(O)O)cc(C(=O)O)c1", "lumo_energy_ev": 0.18, "homo_lumo_gap_ev": 8.6, "multiplicity": 1, "species": ["C", "O", "C", "C", "H", "O", "O", "H", "H", "C", "H", "O", "C", "C", "C", "C", "H", "C", "H", "O", "H", "C", "C", "C", "H", "H", "B", "C", "N", "H", "C", "H", "H", "C", "H", "O", "H"], "xyz": [[-2.4058, -2.5374, 1.1910], [0.8471, 3.3040, -0.8549], [3.3128, 0.4764, -1.3309], [-2.4046, -0.7374, -0.3544], [0.2909, 3.0553, -2.8064], [-1.7476, 1.1482, -2.2094], [-4.9115, -1.3848, -1.1988], [1.6780, -2.2703, 3.6414], [2.9573, 3.9150, 0.4115], [-0.9080, 1.6371, -1.5109], [-5.7732, -1.7935, -1.5820], [0.9099, -1.9666, 3.1388], [2.1845, 1.2583, -1.5511], [-0.1280, 2.9354, -1.7890], [-0.6119, -0.9179, 1.1352], [3.0282, 2.9654, -0.0767], [5.0115, 2.6656, 0.4993], [-1.2687, -0.2413, 0.1334], [-0.9106, 3.6825, -1.7742], [-0.6972, -3.9090, 3.2014], [1.4532, 0.9779, -2.1988], [4.1908, 2.2470, -0.0050], [4.3751, 1.0935, -0.6648], [1.9850, 2.4916, -0.9038], [0.2991, -0.5013, 1.4558], [3.4088, -0.5391, -1.6592], [-0.2200, -2.7211, 2.7394], [-4.2533, -2.3074, -0.4488], [-0.6422, 0.9030, -0.3343], [-2.7811, -0.0445, -1.1435], [-1.1266, -2.1104, 1.6637], [5.3729, 0.6932, -0.6556], [0.0328, 1.3863, 0.2602], [-2.9647, -1.8515, 0.1352], [-2.8260, -3.4440, 1.6326], [-4.6602, -3.4017, -0.0820], [-0.0967, -4.1563, 3.8956]]}

{"formula": "C15H14BrN3O8V", "method": "ωB97M-V/def2-TZVPD", "e_above_lowest_kcal_mol": 0.0, "s_squared": 3.7573, "lumo_energy_ev": [-0.61, -0.74], "homo_lumo_gap_ev": [7.3, 8.0], "multiplicity": 4, "species": ["H", "C", "C", "C", "C", "V", "C", "C", "H", "H", "C", "H", "H", "Br", "C", "N", "O", "O", "H", "H", "C", "O", "H", "C", "C", "O", "H", "H", "C", "C", "H", "O", "O", "H", "H", "C", "N", "O", "H", "C", "O", "N"], "xyz": [[3.5803, -4.3512, -1.3391], [0.1235, 2.6277, 0.6576], [3.2712, -3.3465, -1.6304], [-3.4939, -0.5844, 3.4362], [0.5727, 4.7761, 1.6416], [-0.8927, -0.5206, 1.0062], [0.8381, -3.8089, -2.1304], [-0.1420, 1.8520, -0.6286], [3.8677, -2.6325, -1.0656], [2.0564, -1.7302, 0.2246], [1.3587, -2.2903, -0.3856], [-2.3349, -1.9839, 4.6074], [-0.8589, -0.5723, 3.4717], [-2.6092, -2.2875, -0.3950], [-0.8226, -2.7338, -0.8670], [0.1610, 2.3931, 4.4200], [0.1638, 2.3683, -1.6855], [-0.0103, 0.7675, 2.1531], [-1.2858, -4.0946, -2.4541], [-3.1374, 0.3127, 3.9436], [0.2636, 2.9154, 3.0543], [0.8869, 6.6430, 0.3384], [-3.6772, -0.3371, 2.3872], [0.5211, 4.2635, 2.9194], [-2.4875, -1.7076, 3.5632], [-1.2137, -1.3496, 2.9984], [1.1441, -4.4789, -2.9247], [0.6683, 4.8918, 3.7840], [0.1037, 2.0477, 1.9503], [1.8047, -3.1488, -1.3789], [3.5023, -3.2202, -2.6878], [0.9856, 6.8780, 2.4759], [0.8255, 2.9358, 5.2783], [0.4056, 4.4049, -0.4693], [-4.4446, -0.8780, 3.8829], [-0.5112, -3.6079, -1.8815], [0.0632, -2.0841, -0.1291], [-0.6099, 1.4706, 4.6418], [-2.8091, -2.5969, 3.0220], [0.3712, 3.9800, 0.5234], [-0.7462, 0.7058, -0.5252], [0.8345, 6.2083, 1.4709]]}

DFT total energy, respectively: -904.89697; -2828.15153; -1251.39631; -935.16644; -1111.13603; -4864.11146 Ha.